No. 1
This record from the OMol25 dataset describes C16H39N3O3Si as an isolated structure in a non-equilibrium geometry. The level of theory is ωB97M-V with the def2-TZVPD basis set.

```
! RIJCOSX wB97M-V def2-TZVPD def2/J DEFGRID3
* xyz 0 1
C 2.55095 0.38594 -0.03724
C 1.77322 1.36934 -0.90967
O 0.38038 1.14576 -0.86032
C -0.20774 1.64418 0.32139
Si -2.06391 1.57883 0.03678
O -2.80965 1.40248 1.49286
O -2.48768 0.34266 -1.06203
C -2.50755 -0.81977 -0.53349
N -2.28994 -1.92621 -0.23594
H 1.93182 0.03189 0.77344
H 2.83382 -0.48288 -0.60275
H 3.40600 0.86017 0.41828
H 2.06715 1.17950 -1.92620
H 2.03079 2.37351 -0.59487
H 0.10036 2.66344 0.51929
H 0.00021 1.00543 1.17669
H -2.57163 2.81921 -0.57190
H -3.73022 1.14941 1.40865
C 6.72843 4.73040 -0.14750
C 6.68269 3.56614 -1.12570
N 5.45326 3.51022 -1.89172
C 5.27791 2.26048 -2.60966
C 6.27500 1.91714 -3.72240
C 5.11299 4.71602 -2.62591
C 6.12409 5.24442 -3.65230
H 5.86044 4.71966 0.51270
H 7.62502 4.65639 0.46854
H 6.76489 5.69326 -0.65823
H 6.76021 2.64112 -0.54842
H 7.57614 3.60772 -1.76832
H 4.26531 2.23492 -3.02224
H 5.30386 1.45258 -1.87057
H 6.10382 2.50841 -4.62053
H 6.16033 0.86892 -4.00572
H 7.30923 2.05660 -3.40765
H 4.92325 5.51011 -1.89918
H 4.15074 4.55962 -3.11924
H 7.14502 5.23726 -3.26879
H 5.88014 6.27776 -3.90675
H 6.10180 4.67525 -4.57992
C -7.67500 -4.74715 4.21854
C -6.44778 -5.24352 3.46846
N -6.52116 -5.01847 2.03931
C -5.50127 -5.73170 1.28956
C -4.03685 -5.34763 1.52934
C -6.76005 -3.64743 1.62854
C -5.75798 -2.57765 2.08359
H -8.58655 -5.17899 3.80402
H -7.60669 -5.03887 5.26715
H -7.76071 -3.66021 4.18952
H -6.36785 -6.32092 3.63416
H -5.54998 -4.79178 3.91949
H -5.72392 -5.63818 0.22344
H -5.61662 -6.79767 1.51137
H -3.78033 -4.39684 1.06472
H -3.38226 -6.10118 1.08674
H -3.79219 -5.29034 2.59038
H -7.75281 -3.35692 1.98297
H -6.83986 -3.62048 0.53941
H -5.48806 -2.68053 3.13540
H -6.19948 -1.58557 1.95813
H -4.84353 -2.59523 1.49231
*
```

For the orbital gap, the calculation gives 0.305 Ha. The value obtained for the LUMO energy is 0.4049 eV.

---

No. 2
This record from the OMol25 dataset describes a 2-piece molecular cluster, C5H12S overall in a non-equilibrium geometry. The level of theory is ωB97M-V with the def2-TZVPD basis set.

```
! RIJCOSX wB97M-V def2-TZVPD def2/J DEFGRID3
* xyz 0 1
C -2.03724 1.97611 -0.65727
C -1.46526 0.59123 -0.93527
S 0.32359 0.69927 -1.50398
H -1.28182 2.76153 -0.57467
H -2.81933 2.29102 -1.34086
H -2.45182 2.00484 0.34757
H -1.95014 0.14908 -1.79527
H -1.37205 0.00829 -0.02941
H 0.04707 1.69937 -2.33293
C 0.77668 -2.09776 0.48219
C 1.39793 -1.21393 1.52081
C 2.41096 -0.40552 1.26292
H 0.91495 -3.15595 0.71563
H 1.08951 -1.83289 -0.52149
H -0.31523 -2.01070 0.51272
H 1.00922 -1.28390 2.52914
H 2.84049 0.22103 2.03175
H 2.88249 -0.40112 0.28843
*
```

As for the structure (SMILES): C=CC.CCS. For the orbital gap, the calculation gives 0.360 Ha. The value obtained for the LUMO energy is 0.9428 eV.

---

No. 3
This record from the OMol25 dataset describes C31H27BCl2N9SV as an isolated structure. The level of theory is ωB97M-V with the def2-TZVPD basis set.

```
! RIJCOSX wB97M-V def2-TZVPD def2/J DEFGRID3
* xyz 0 3
V 0.44993 0.08923 0.11503
C 2.35305 2.54923 2.12334
C 0.92765 2.24369 2.43167
C 0.13924 2.79733 3.43947
C -1.09827 2.19615 3.32672
N -1.04485 1.33036 2.31058
N 0.19841 1.34927 1.74996
B -2.05553 0.38674 1.62270
N -1.43073 -1.05863 1.74454
C -1.97514 -2.15655 2.29011
C -1.09198 -3.20622 2.16208
C 0.00949 -2.68949 1.48769
C 1.24050 -3.36501 1.00011
N -0.20107 -1.39051 1.27036
N -2.18124 0.90420 0.13637
C -3.27941 1.31030 -0.51645
C -2.93370 1.66221 -1.80244
C -1.56424 1.43297 -1.89760
C -0.65073 1.58074 -3.06376
N -1.12408 1.00503 -0.71244
N -3.44128 0.33330 2.21409
C -4.46945 -0.41364 1.73379
C -5.53290 -0.24234 2.58111
C -5.06330 0.64313 3.57699
C -5.80241 1.18193 4.76069
N -3.80649 0.98111 3.34906
H 2.67943 3.39837 2.72048
H 2.49015 2.78419 1.06923
H 2.99094 1.69547 2.35217
H 0.43675 3.54314 4.15526
H -2.01040 2.30671 3.88414
H -2.95043 -2.12681 2.74226
H -1.23551 -4.22018 2.49005
H 1.69636 -3.96073 1.79022
H 1.96898 -2.63551 0.64406
H 0.98853 -4.02751 0.17067
H -4.23846 1.33040 -0.03164
H -3.58678 2.02267 -2.57692
H -0.77432 2.55764 -3.53007
H -0.87433 0.81461 -3.80923
H 0.39030 1.46622 -2.76091
H -4.35544 -1.00635 0.83756
H -6.50960 -0.68633 2.50029
H -6.82015 0.79684 4.78308
H -5.84800 2.27029 4.72738
H -5.30716 0.89811 5.68908
Cl 0.89698 -1.36164 -2.04831
C -0.29719 -1.98401 -3.18357
C 0.18696 -2.16015 -4.46885
C -0.66261 -2.62216 -5.45554
C -1.98594 -2.88402 -5.12977
C -2.44189 -2.69664 -3.83958
Cl -4.10998 -3.04377 -3.52725
C -1.61946 -2.24169 -2.77650
S -2.18081 -2.04363 -1.16845
H 1.22219 -1.93557 -4.68779
H -0.30324 -2.77210 -6.46377
H -2.67808 -3.23963 -5.87994
N 10.14122 1.39291 -2.11652
C 9.03390 1.24332 -1.85083
C 7.64594 1.05734 -1.51673
C 7.25904 0.98337 -0.18052
C 5.92754 0.80833 0.14151
C 4.96508 0.70002 -0.86531
C 5.36307 0.77017 -2.20241
C 6.69310 0.95074 -2.52706
C 3.58403 0.51971 -0.52903
C 2.41152 0.38184 -0.23700
H 8.00673 1.06526 0.59628
H 5.61881 0.75014 1.17611
H 4.61638 0.67949 -2.97910
H 7.00438 1.00663 -3.56100
*
```

For the orbital gap (alpha / beta), the calculation gives 0.198 / 0.214 Ha. The value obtained for the LUMO energy (alpha / beta) is -1.2862 / -0.8487 eV. As for the expectation value of S²: 2.016.

---

No. 4
This record from the OMol25 dataset describes C2H6F10N2O17S6Y as an isolated structure in a non-equilibrium geometry. The level of theory is ωB97M-V with the def2-TZVPD basis set.

```
! RIJCOSX wB97M-V def2-TZVPD def2/J DEFGRID3
* xyz -1 1
Y -0.78748 20.26101 19.42854
C -4.55008 17.16543 18.75208
F -4.35120 15.86732 18.56552
F -5.84140 17.43718 18.55865
F -4.28633 17.58987 19.98754
S -3.38302 18.23577 17.61466
O -2.75874 17.27830 16.74009
O -4.33057 19.08027 16.89062
O -2.46301 19.02618 18.45418
C 2.23122 19.28809 15.81378
F 2.57914 19.19711 14.52093
F 2.71610 18.22312 16.41796
F 2.79327 20.35726 16.35914
S 0.33329 19.31554 15.97739
O 0.08980 19.80080 17.35336
O -0.12379 20.29354 15.01487
O -0.17715 17.96961 15.72158
N -1.80740 22.15129 18.80013
S -2.51735 22.82846 17.55481
O -1.66459 23.77216 16.85767
O -3.95717 22.93844 17.49346
F -2.23759 21.55237 16.64062
S -2.02068 23.63069 19.69212
O -3.33457 23.94364 20.13277
O -1.19235 24.78851 19.42921
F -1.26562 23.07292 20.99633
N 0.16154 18.31270 19.75972
S 1.79210 17.86171 19.78595
O 2.20371 16.78649 18.92857
O 2.56541 18.13348 20.97772
F 2.30271 19.12538 18.90242
S -0.22112 16.95834 20.34531
O 0.29090 16.35027 21.55397
O -0.59694 16.07673 19.28027
F -1.63612 17.53108 20.88398
O -2.47223 20.07096 21.09553
H -2.33311 19.62954 21.93866
H -3.30992 20.53493 21.19689
O 1.13699 21.88674 19.22059
H 1.87154 22.14111 19.78361
H 1.18258 22.49094 18.47088
O 0.25733 20.86288 21.55732
H -0.10345 20.57641 22.40111
H 1.11788 21.23088 21.77375
*
```

For the orbital gap, the calculation gives 0.278 Ha. The value obtained for the LUMO energy is 0.6293 eV.

---

No. 5
This record from the OMol25 dataset describes a 2-piece molecular cluster, C6H14N2O2 overall in a non-equilibrium geometry. The level of theory is ωB97M-V with the def2-TZVPD basis set.

```
! RIJCOSX wB97M-V def2-TZVPD def2/J DEFGRID3
* xyz 0 1
C -0.88299 2.72551 -1.06993
C 1.27894 -0.07181 -2.51512
C -0.30118 1.76212 -2.11100
O -0.63738 1.64609 -3.26685
N 0.84316 1.05720 -1.71922
H -1.30040 2.41655 -0.16106
H 1.02551 0.82774 -0.75752
H 1.12138 0.22710 -3.53966
H -0.16604 3.56315 -0.97163
H -1.78294 3.23684 -1.45347
H 2.35600 -0.28731 -2.43815
H 0.79319 -1.04060 -2.22437
C -1.38202 -2.34128 0.99997
C 1.23798 -0.09707 2.65955
C 0.19437 -1.22346 2.49405
O 0.07828 -2.12570 3.29333
N -0.52944 -1.21815 1.31817
H -0.61918 -0.38481 0.78248
H -0.91231 -3.15798 0.44270
H 1.98455 -0.21157 1.81411
H -1.54195 -2.96974 1.93962
H -2.29288 -2.10810 0.45108
H 0.77506 0.89498 2.77496
H 1.91690 -0.38844 3.48318
*
```

As for the structure (SMILES): CNC(C)=O.CNC(C)=O. For the orbital gap, the calculation gives 0.376 Ha. The value obtained for the LUMO energy is 0.4354 eV.

---

No. 6
This record from the OMol25 dataset describes a 3-piece molecular cluster, C2H13N5 overall in a non-equilibrium geometry. The level of theory is ωB97M-V with the def2-TZVPD basis set.

```
! RIJCOSX wB97M-V def2-TZVPD def2/J DEFGRID3
* xyz 0 1
C 1.00122 0.23703 -0.03328
C 2.26407 1.01296 -0.42535
N -0.15402 0.56067 -0.79156
N 1.24961 -1.26386 -0.06606
H 0.80060 0.42923 1.03494
H 1.59434 -1.51073 -0.99283
H 0.09481 0.82830 -1.73925
H -1.30233 1.02592 0.11483
H 1.97076 -1.53672 0.60025
H 2.09130 2.08431 -0.31295
H 2.51194 0.81485 -1.47238
H 3.12571 0.73417 0.18791
N -2.34644 -1.21980 0.69318
N -2.12981 1.00740 0.87286
N -1.53375 -1.58009 -0.22112
H -1.85155 -1.21460 1.58582
H -0.48755 -1.67154 -0.09160
H -1.91309 -1.56438 -1.16119
H -3.04905 1.25210 0.52638
H -1.93678 1.57478 1.69141
*
```

For the orbital gap (alpha / beta), the calculation gives 0.267 / 0.267 Ha. The value obtained for the LUMO energy (alpha / beta) is 0.2846 / 0.2856 eV.